1.
Molecular formula: C38H30AsEuN6O2S
Method: DFT, the ωB97M-V functional and the def2-TZVPD basis

XYZ file:
```
79
C38H30AsEuN6O2S the ωB97M-V functional and the def2-TZVPD basis
Eu 1.636 -0.917 -0.860
C 4.640 -3.986 -0.651
C 3.175 -3.614 -0.535
C 2.525 -3.332 0.682
C 1.119 -3.375 0.747
C 0.353 -3.546 -0.425
C 1.016 -3.700 -1.669
C 2.405 -3.655 -1.717
H 5.096 -3.721 0.329
H 5.201 -3.403 -1.429
H 4.776 -5.068 -0.902
H 3.063 -3.054 1.598
H 0.600 -3.191 1.679
H -0.728 -3.652 -0.346
H 0.442 -3.929 -2.569
H 2.936 -3.871 -2.641
N 1.403 3.568 -2.760
C 1.423 4.174 -1.515
C 1.576 5.518 -1.152
C 1.554 5.773 0.218
C 1.488 4.733 1.161
C 1.371 3.379 0.774
C 1.396 3.108 -0.582
N 1.321 1.894 -1.270
C 1.299 2.216 -2.571
C 1.218 1.312 -3.666
C 1.202 1.704 -5.006
S 1.243 0.304 -6.009
C 1.336 -0.725 -4.579
N 1.263 -0.071 -3.453
H 1.255 3.998 -3.660
H 1.820 6.280 -1.896
H 1.571 6.784 0.547
H 1.546 4.975 2.237
H 1.277 2.609 1.538
H 1.174 2.695 -5.408
H 1.402 -1.822 -4.582
O -0.272 -0.543 0.536
As -1.810 -0.122 1.122
C -2.899 -0.407 -0.441
C -2.690 0.429 -1.531
C -2.940 0.004 -2.849
C -3.386 -1.291 -3.060
C -3.600 -2.147 -1.964
C -3.429 -1.687 -0.640
C -2.718 -1.199 2.548
C -3.838 -0.875 3.338
C -4.466 -1.790 4.180
C -3.882 -3.050 4.307
C -2.794 -3.436 3.572
C -2.190 -2.504 2.732
C -2.290 1.608 1.816
C -3.189 2.530 1.210
C -3.410 3.805 1.740
C -2.660 4.204 2.854
C -1.843 3.326 3.555
C -1.724 2.021 3.052
H -2.325 1.464 -1.421
H -2.870 0.747 -3.645
H -3.723 -1.536 -4.050
H -3.938 -3.169 -2.100
H -3.761 -2.342 0.172
H -4.296 0.097 3.288
H -5.388 -1.543 4.708
H -4.295 -3.756 5.030
H -2.385 -4.454 3.566
H -1.308 -2.823 2.159
H -3.726 2.248 0.302
H -4.145 4.465 1.301
H -2.817 5.204 3.219
H -1.346 3.520 4.506
H -1.167 1.271 3.653
O 4.080 -0.484 -1.415
N 3.919 -0.473 -0.133
C 4.960 -0.653 0.649
C 6.214 -0.455 0.006
N 7.094 -0.396 -0.757
C 4.854 -0.972 2.039
N 5.009 -1.226 3.192
```

Computed properties:
- ⟨S²⟩: 15.759
- Relative energy (zero: lowest compared OMol25 entry of this formula, charge and spin): 146.3 kJ/mol
- Net charge: +1
- Multiplicity: 8
- LUMO (alpha / beta): -2.74 / -2.74 eV



2.
Molecular formula: C48H66ClN3O5SSi2V
Method: DFT, the ωB97M-V functional and the def2-TZVPD basis

XYZ file:
```
127
C48H66ClN3O5SSi2V the ωB97M-V functional and the def2-TZVPD basis
V 0.588 0.603 -0.486
C 1.532 -1.976 2.258
Si 2.286 -0.647 1.070
C 3.575 0.106 2.294
C 3.336 -1.890 0.034
C 4.418 -2.599 0.571
C 5.033 -3.636 -0.113
C 4.560 -3.995 -1.370
C 3.507 -3.286 -1.927
C 2.887 -2.221 -1.261
Si 1.598 -1.056 -2.123
C 2.788 -0.285 -3.430
C 0.690 -2.307 -3.301
H 2.324 -2.642 2.620
H 0.809 -2.586 1.709
H 1.024 -1.552 3.129
H 4.133 -0.667 2.834
H 3.064 0.711 3.053
H 4.308 0.745 1.791
H 4.783 -2.343 1.562
H 5.870 -4.166 0.331
H 5.021 -4.813 -1.915
H 3.169 -3.560 -2.923
H 3.577 -1.004 -3.674
H 3.251 0.630 -3.056
H 2.272 -0.042 -4.364
H 1.383 -2.902 -3.904
H 0.067 -1.756 -4.018
H 0.048 -3.009 -2.757
O -0.380 2.449 1.323
H 0.534 2.778 1.465
H -0.490 2.395 0.351
O 2.308 3.119 1.455
H 2.341 2.934 0.490
H 2.798 2.377 1.828
O -2.076 -0.840 -2.343
H -1.634 -0.033 -2.002
H -1.321 -1.307 -2.727
O 1.709 2.186 -1.174
S 0.727 3.343 -1.660
C 2.578 4.614 -1.522
C 2.479 5.790 -0.787
C 3.560 6.653 -0.609
C 4.787 6.346 -1.180
C 4.916 5.172 -1.919
C 3.826 4.326 -2.080
C 0.902 3.755 -3.387
C 0.666 5.066 -3.788
C 0.730 5.390 -5.132
C 1.073 4.423 -6.075
C 1.340 3.127 -5.662
C 1.242 2.789 -4.316
H 1.525 6.046 -0.324
H 3.446 7.559 -0.020
H 5.636 7.008 -1.045
H 5.876 4.919 -2.362
H 3.952 3.410 -2.654
H 0.436 5.818 -3.045
H 0.527 6.407 -5.446
H 1.142 4.686 -7.124
H 1.622 2.368 -6.382
H 1.436 1.780 -3.983
C -3.073 2.151 -0.901
C -2.103 2.740 -1.949
C -2.680 2.389 -3.330
C -0.676 2.097 -1.824
C -2.124 4.265 -1.760
C -2.391 5.147 -2.801
C -2.419 6.524 -2.600
C -2.178 7.053 -1.345
C -1.915 6.186 -0.289
C -1.895 4.819 -0.494
H -3.244 1.092 -1.109
H -4.041 2.663 -0.934
H -2.681 2.224 0.113
H -2.743 1.307 -3.433
H -2.032 2.762 -4.127
H -3.683 2.806 -3.473
H -0.476 1.597 -2.775
H -2.551 4.766 -3.800
H -2.615 7.182 -3.440
H -2.188 8.125 -1.186
H -1.706 6.578 0.699
H -1.662 4.167 0.337
C -2.582 -6.431 1.757
C -2.793 -5.042 1.138
C -1.450 -4.538 0.582
C -3.737 -5.216 -0.059
C -3.428 -4.092 2.203
O -4.796 -4.505 2.428
C -2.764 -4.118 3.594
C -1.253 -3.941 3.758
C -0.920 -3.862 5.223
C -0.909 -2.622 5.861
C -0.660 -2.525 7.221
C -0.420 -3.677 7.951
Cl -0.109 -3.563 9.669
C -0.414 -4.921 7.346
C -0.666 -4.998 5.983
C -3.687 -2.643 1.736
N -2.577 -1.722 1.629
C -1.997 -1.264 0.518
N -1.117 -0.329 0.808
C -1.202 -0.240 2.163
N -2.089 -1.042 2.707
H -2.263 -7.124 0.976
H -3.502 -6.839 2.187
H -1.816 -6.436 2.531
H -0.904 -5.378 0.147
H -0.797 -4.073 1.314
H -1.596 -3.818 -0.221
H -3.256 -5.866 -0.793
H -3.936 -4.269 -0.561
H -4.691 -5.657 0.227
H -4.772 -5.353 2.883
H -3.040 -5.067 4.071
H -3.265 -3.340 4.176
H -0.914 -3.026 3.281
H -0.698 -4.760 3.298
H -1.092 -1.730 5.274
H -0.647 -1.562 7.712
H -0.209 -5.807 7.931
H -0.656 -5.968 5.497
H -4.378 -2.218 2.464
H -4.196 -2.649 0.774
H -2.234 -1.581 -0.486
H -0.611 0.461 2.724
```

Computed properties:
- ⟨S²⟩: 3.772
- Relative energy (zero: lowest compared OMol25 entry of this formula, charge and spin): 0.0 kJ/mol
- Net charge: -2
- Multiplicity: 4
- LUMO (alpha / beta): 3.35 / 3.35 eV



3.
Molecular formula: C4H11NO2
Method: DFT, the ωB97M-V functional and the def2-TZVPD basis

XYZ file:
```
18
C4H11NO2 the ωB97M-V functional and the def2-TZVPD basis
C -0.525 2.061 1.521
C 0.071 2.109 0.173
O 1.038 2.680 -0.240
O -0.751 1.486 -0.786
H -0.061 2.733 2.245
H -0.532 1.096 2.050
H -1.603 2.203 1.359
H -1.019 2.059 -1.482
C -0.041 -3.764 -0.481
C 0.684 -2.458 -0.282
N -0.219 -1.397 0.186
H -0.687 -4.091 0.327
H 0.706 -4.522 -0.698
H -0.690 -3.774 -1.373
H 1.472 -2.596 0.462
H 1.219 -2.126 -1.183
H 0.085 -0.453 0.347
H -0.941 -1.277 -0.516
```

Computed properties:
- Relative energy (zero: lowest compared OMol25 entry of this formula, charge and spin): 117.9 kJ/mol
- Net charge: 0
- Multiplicity: 1
- LUMO: 0.61 eV



4.
Molecular formula: C11H23Br2Cl13GaNOP
Method: DFT, the ωB97M-V functional and the def2-TZVPD basis

XYZ file:
```
53
C11H23Br2Cl13GaNOP the ωB97M-V functional and the def2-TZVPD basis
C 3.551 0.657 1.511
C 3.247 0.715 0.022
Br 2.290 -0.925 -0.477
C 2.504 1.988 -0.373
Br 1.838 1.895 -2.223
Ga 0.991 2.688 0.849
C -0.857 2.069 0.280
C -1.230 0.782 0.905
N -2.251 0.560 1.639
P 0.946 5.082 0.573
O 1.596 5.601 2.049
Cl 2.564 5.430 -0.746
H 4.366 -0.048 1.689
H 2.682 0.323 2.072
H 3.834 1.650 1.862
H 4.187 0.641 -0.529
H 3.251 2.774 -0.456
H 1.294 2.365 2.376
H -0.888 2.031 -0.812
H -1.573 2.835 0.598
H -0.551 -0.049 0.730
H -2.809 1.412 1.709
H 2.425 6.055 1.891
C -0.111 4.186 4.544
Cl -1.251 3.256 3.586
Cl -0.224 3.824 6.283
H 0.886 3.935 4.201
H -0.312 5.240 4.403
C -0.570 -3.720 -0.958
Cl -0.787 -3.587 -2.715
Cl -1.126 -2.289 -0.100
H -1.148 -4.568 -0.608
H 0.487 -3.854 -0.758
C -4.112 -5.887 0.952
Cl -5.158 -4.528 1.376
Cl -2.421 -5.556 1.337
H -4.431 -6.756 1.514
H -4.196 -6.062 -0.114
C 0.292 -6.395 -5.672
Cl -0.651 -7.416 -6.770
Cl 0.062 -6.831 -3.980
H 1.340 -6.511 -5.917
H -0.025 -5.368 -5.804
C 6.163 4.201 -2.465
Cl 4.998 3.623 -3.658
Cl 6.113 3.290 -0.951
H 7.157 4.092 -2.881
H 5.944 5.239 -2.249
C -7.593 -1.679 0.568
Cl -7.154 -0.100 -0.082
Cl -8.957 -2.408 -0.300
H -6.743 -2.343 0.476
H -7.879 -1.557 1.605
```

Computed properties:
- Net charge: -1
- Multiplicity: 1
- LUMO: 1.92 eV



5.
Molecular formula: C4H13NO
Method: DFT, the ωB97M-V functional and the def2-TZVPD basis

XYZ file:
```
19
C4H13NO the ωB97M-V functional and the def2-TZVPD basis
C 2.080 -1.810 0.031
C 0.955 -0.792 0.032
N 1.341 0.542 0.571
C 0.222 1.462 0.382
C 0.586 2.899 0.809
H 1.892 -2.642 -0.668
H 2.273 -2.229 1.033
H 2.980 -1.267 -0.303
H 0.635 -0.795 -1.028
H 0.112 -1.176 0.639
H 1.401 0.399 1.587
H -0.207 1.468 -0.639
H -0.598 1.237 1.090
H 0.636 3.075 1.897
H -0.162 3.583 0.376
H 1.571 3.131 0.370
O -5.230 -2.233 -1.680
H -5.659 -1.797 -2.450
H -4.831 -3.053 -2.049
```

Computed properties:
- Relative energy (zero: lowest compared OMol25 entry of this formula, charge and spin): 84.2 kJ/mol
- Net charge: 0
- Multiplicity: 1
- LUMO: 0.91 eV



6.
Molecular formula: CH5ClO2SSi
Method: DFT, the ωB97M-V functional and the def2-TZVPD basis

XYZ file:
```
11
CH5ClO2SSi the ωB97M-V functional and the def2-TZVPD basis
C 2.258 0.041 -0.365
O -3.352 1.683 0.506
O -3.656 -0.239 -0.967
Si 0.537 -0.308 0.364
S -3.748 0.311 0.354
Cl 0.118 -2.293 0.265
H 2.314 1.045 -0.785
H 3.035 -0.034 0.394
H 2.510 -0.659 -1.160
H -0.510 0.385 -0.383
H 0.496 0.067 1.778
```

Computed properties:
- Relative energy (zero: lowest compared OMol25 entry of this formula, charge and spin): 10.4 kJ/mol
- Net charge: 0
- Multiplicity: 1
- LUMO: -1.18 eV



7.
Molecular formula: C2H8N4
Method: DFT, the ωB97M-V functional and the def2-TZVPD basis

XYZ file:
```
14
C2H8N4 the ωB97M-V functional and the def2-TZVPD basis
H -0.201 -0.637 -3.481
N 0.136 -0.132 -2.643
N -0.163 -0.438 -1.467
C 0.082 0.258 -0.265
N 0.791 1.459 -0.847
C -0.365 -0.547 0.920
N -0.296 -0.256 2.346
H -0.982 -1.183 -1.284
H 0.834 1.501 -1.847
H 1.349 2.137 -0.227
H -0.693 -1.570 0.627
H 0.165 -1.052 2.855
H -1.143 -0.025 2.877
H 0.485 0.485 2.436
```

Computed properties:
- Relative energy (zero: lowest compared OMol25 entry of this formula, charge and spin): 516.5 kJ/mol
- Net charge: +2
- Multiplicity: 1
- LUMO: -11.19 eV



8.
Molecular formula: C34H41F17N3O10PS
Method: DFT, the ωB97M-V functional and the def2-TZVPD basis

XYZ file:
```
107
C34H41F17N3O10PS the ωB97M-V functional and the def2-TZVPD basis
C -0.413 -3.046 1.245
O -1.540 -3.866 1.039
C -2.303 -3.412 -0.085
C -2.048 -4.175 -1.401
C -2.659 -3.371 -2.594
C -1.824 -3.262 -3.900
C -2.775 -3.152 -5.124
C -3.038 -1.728 -5.699
C -3.662 -0.885 -4.599
C -4.179 0.541 -4.974
C -3.972 1.382 -3.731
C -4.994 1.677 -2.845
C -4.712 2.406 -1.642
C -5.913 2.614 -0.723
C -5.869 1.701 0.493
O -6.825 1.310 1.069
F -4.653 1.352 0.919
C -3.400 2.862 -1.370
P -2.887 3.838 0.089
O -2.505 5.306 -0.507
O -4.143 4.113 1.079
S -1.450 3.075 1.105
C -2.355 2.557 -2.325
N -1.075 2.999 -2.078
C -0.157 2.731 -2.993
C 1.256 3.177 -2.691
C 1.852 4.245 -3.619
O 2.916 4.899 -2.894
C 4.124 4.262 -3.065
C 4.446 3.022 -2.265
O 4.932 4.701 -3.834
C -0.504 2.037 -4.205
C 0.544 1.810 -5.293
O 1.692 1.076 -4.879
N 1.256 -0.025 -4.113
O 1.990 -0.187 -3.232
N -1.702 1.574 -4.468
C -2.636 1.835 -3.495
H 0.184 -3.080 0.339
H 0.230 -3.434 2.034
H -0.692 -2.013 1.482
H -3.348 -3.525 0.212
H -2.067 -2.357 -0.270
H -0.985 -4.397 -1.521
H -2.595 -5.117 -1.316
H -2.850 -2.367 -2.201
H -3.617 -3.840 -2.826
H -1.083 -2.460 -3.837
H -1.248 -4.188 -4.002
H -3.722 -3.585 -4.791
H -2.373 -3.756 -5.941
H -3.734 -1.852 -6.534
H -2.090 -1.294 -6.021
H -4.466 -1.398 -4.065
H -2.854 -0.752 -3.878
H -5.237 0.485 -5.232
H -3.623 1.025 -5.777
H -5.988 1.297 -3.051
H -6.004 3.631 -0.361
H -6.804 2.287 -1.253
H -3.319 5.690 -0.870
H -4.402 5.044 1.071
H 1.231 3.612 -1.690
H 1.871 2.280 -2.628
H 1.118 4.971 -3.959
H 2.341 3.773 -4.477
H 4.097 3.089 -1.234
H 5.524 2.886 -2.296
H 3.995 2.132 -2.710
H 0.054 1.254 -6.098
H 0.845 2.764 -5.722
F 5.594 0.525 3.387
C 6.415 1.261 4.163
F 6.687 0.525 5.267
C 5.781 2.591 4.586
F 4.705 2.365 5.368
F 6.711 3.216 5.362
C 5.405 3.589 3.473
O 4.051 3.641 3.046
C 3.576 2.784 2.079
F 4.584 2.096 1.507
F 3.031 3.541 1.102
C 2.471 1.865 2.609
F 2.918 1.126 3.644
F 2.091 1.019 1.626
H 7.353 1.434 3.628
H 5.571 4.571 3.912
H 6.091 3.526 2.629
H 1.611 2.451 2.938
F 2.769 -4.060 7.885
C 1.590 -3.888 8.513
F 1.726 -4.377 9.769
C 0.450 -4.629 7.809
F 0.659 -5.963 7.858
F -0.668 -4.378 8.547
C 0.116 -4.218 6.363
O 0.628 -5.014 5.300
C 1.882 -4.810 4.774
F 2.426 -3.674 5.251
F 1.716 -4.621 3.444
C 2.798 -6.022 4.962
F 2.941 -6.320 6.266
F 4.023 -5.738 4.462
H 1.370 -2.819 8.582
H -0.962 -4.348 6.280
H 0.294 -3.156 6.194
H 2.388 -6.891 4.444
```

Computed properties:
- Relative energy (zero: lowest compared OMol25 entry of this formula, charge and spin): 0.0 kJ/mol
- Net charge: 0
- Multiplicity: 1
- LUMO: -1.12 eV



9.
Molecular formula: C4H7NO2
Method: DFT, the ωB97M-V functional and the def2-TZVPD basis

XYZ file:
```
14
C4H7NO2 the ωB97M-V functional and the def2-TZVPD basis
C -0.078 -1.437 0.827
C -0.980 -0.298 0.639
C -0.221 0.740 1.342
N 0.499 -0.160 0.457
H 0.146 -1.839 1.809
H -0.017 -2.137 -0.011
H -1.732 -0.178 -0.133
H -0.032 0.685 2.409
H -0.263 1.742 0.903
O 1.091 1.722 -1.256
C 0.931 0.539 -1.461
O -0.236 0.036 -1.970
H 1.710 -0.229 -1.528
H -0.815 0.812 -2.026
```

Computed properties:
- Relative energy (zero: lowest compared OMol25 entry of this formula, charge and spin): 358.5 kJ/mol
- Net charge: 0
- Multiplicity: 1
- LUMO: 0.91 eV



10.
Molecular formula: C7H12N2O
Method: DFT, the ωB97M-V functional and the def2-TZVPD basis

XYZ file:
```
22
C7H12N2O the ωB97M-V functional and the def2-TZVPD basis
C 0.441 1.782 -0.069
C 0.299 -1.219 -0.498
C 1.360 0.995 -0.951
C 1.497 -0.442 -0.411
C -1.231 0.373 -0.589
C 2.094 -0.437 1.013
C -2.982 -0.046 0.922
N -0.797 1.335 0.196
N 0.037 -2.423 -0.628
O -2.378 -0.262 -0.315
H 0.801 2.612 0.435
H 1.026 0.932 -2.046
H 2.422 1.373 -1.057
H 2.163 -0.879 -1.174
H -0.961 0.245 -1.662
H 2.408 -1.373 1.442
H 1.168 0.113 1.567
H 3.011 0.317 0.989
H -2.266 0.158 1.632
H -3.397 -1.125 1.150
H -3.788 0.765 1.023
H -0.927 -2.795 -0.969
```

Computed properties:
- Relative energy (zero: lowest compared OMol25 entry of this formula, charge and spin): 488.3 kJ/mol
- Net charge: 0
- Multiplicity: 1
- LUMO (alpha / beta): 0.43 / 0.43 eV